[1]
Computed, not measured: a cluster of 2 separate species, C10H16O in total at a distorted geometry, with the ωB97M-V functional and the def2-TZVPD basis.

Each line ends with the Löwdin charge.
Cartesian coordinates (Å):
O1 1.30 2.93 -2.43  0.05
C1 1.15 2.08 -1.47  -0.41
C2 1.10 -1.72 0.61  -0.21
C3 -2.93 0.66 0.27  -0.18
C4 2.25 -2.44 1.31  -0.11
C5 2.30 1.81 -0.61  -0.01
C6 1.26 -0.28 0.16  -0.20
C7 2.30 0.67 0.16  -0.07
C8 0.04 1.27 -1.33  -0.01
C9 0.14 0.07 -0.61  -0.09
C10 -3.66 -0.61 0.42  -0.20
H1 2.15 -2.91 2.46  0.14
H2 -4.04 -0.84 1.48  0.10
H3 -3.24 -1.59 0.04  0.07
H4 0.33 -1.76 1.49  0.14
H5 3.15 0.53 0.74  0.08
H6 -0.60 -0.74 -0.74  0.11
H7 -4.48 -0.52 -0.31  0.06
H8 0.78 -2.32 -0.21  0.10
H9 0.92 3.83 -2.28  0.15
H10 3.22 2.67 -0.45  0.18
H11 -3.01 1.11 1.18  0.03
H12 2.48 -3.30 0.81  0.02
H13 -0.89 1.56 -1.79  0.11
H14 3.07 -1.85 1.36  0.01
H15 -3.24 1.36 -0.51  0.09
H16 -1.87 0.31 0.26  0.04

The charge is 0. The SMILES is CCc1ccc(O)cc1.CC. Its total energy is -12673.5527 eV. The value obtained for the energy above the lowest of the compared OMol25 structures with the same formula, charge and spin is 402.6 kJ/mol. The spin multiplicity is 1. Its HOMO-LUMO gap is 9.112 eV.

[2]
Computed, not measured: a cluster of 3 separate species, C6H7N in total at a distorted geometry, with the ωB97M-V functional and the def2-TZVPD basis.

Each line ends with the Löwdin charge.
Cartesian coordinates (Å):
N1 -2.54 -0.76 1.90  0.15
C1 0.77 0.05 -1.40  -0.11
C2 -0.82 0.36 0.28  -0.37
C3 0.59 0.57 0.81  -0.13
C4 1.40 0.69 -0.33  -0.12
C5 -1.77 -0.27 1.20  -0.19
C6 -0.45 -0.47 -0.94  -0.13
H1 0.18 -1.44 0.16  0.14
H2 0.60 -1.01 0.87  0.14
H3 -1.19 -0.96 -1.55  0.12
H4 2.43 1.05 -0.33  0.11
H5 -1.22 1.32 -0.06  0.16
H6 1.22 -0.17 -2.36  0.11
H7 0.79 1.04 1.76  0.12

The charge is 0. Its total energy is -7821.9565 eV. The value obtained for the energy above the lowest of the compared OMol25 structures with the same formula, charge and spin is 356.1 kJ/mol. The spin multiplicity is 1. Its HOMO-LUMO gap is 10.860 eV.

[3]
Computed, not measured: a structure of composition C27H59N3O4 at a distorted geometry, with the ωB97M-V functional and the def2-TZVPD basis.

Each line ends with the Löwdin charge.
Cartesian coordinates (Å):
O1 2.39 -1.79 -0.58  -0.01
O2 -0.08 -0.80 5.28  0.01
O3 -3.00 2.75 -2.26  -0.01
O4 0.45 0.89 -0.16  -0.36
N1 3.08 -1.07 -1.54  -0.10
N2 0.31 -0.84 4.03  -0.20
N3 -3.43 1.69 -1.47  -0.11
C1 -4.85 1.37 -1.71  -0.51
C2 1.07 0.15 -2.64  0.02
C3 3.71 -1.92 -2.62  -0.43
C4 4.72 -2.86 -1.91  -0.05
C5 1.56 -0.29 1.34  -0.20
C6 -2.98 -0.07 0.34  -0.14
C7 -5.20 1.40 -3.18  -0.06
C8 2.49 0.35 4.45  -0.01
C9 2.34 1.08 -0.58  -0.09
C10 -5.11 -0.06 -1.13  -0.10
C11 -1.22 1.34 -0.51  -0.12
C12 -0.86 1.16 3.37  -0.01
C13 -4.50 -0.40 0.31  -0.14
C14 2.22 -1.16 2.45  -0.10
C15 -2.64 1.36 -0.21  -0.36
C16 -1.92 -1.13 2.99  0.00
C17 -2.95 2.38 1.00  0.01
C18 0.06 -0.46 1.54  -0.05
C19 3.94 0.24 -4.03  -0.21
C20 2.39 0.21 -1.91  -0.36
C21 1.79 -0.91 3.87  -0.46
C22 3.37 0.96 -2.87  -0.16
C23 -5.79 2.38 -1.04  -0.03
C24 4.72 -0.99 -3.50  -0.11
C25 -0.52 -0.27 3.00  -0.38
C26 2.74 -2.70 -3.53  -0.02
C27 2.21 -2.24 4.67  -0.02
H1 -6.17 2.04 -0.08  0.08
H2 0.04 1.77 3.48  0.09
H3 -0.83 2.22 -1.03  0.15
H4 3.29 -2.41 4.66  0.08
H5 -2.16 2.28 1.74  0.03
H6 -2.57 -0.87 2.15  0.01
H7 -3.86 2.16 1.55  0.08
H8 2.31 1.25 3.86  0.08
H9 -1.40 1.34 4.30  0.09
H10 -0.59 1.13 0.36  0.00
H11 -3.12 3.42 0.74  0.08
H12 -4.65 0.72 -3.82  0.09
H13 -6.70 2.39 -1.63  0.08
H14 0.92 1.63 -0.55  0.04
H15 -1.53 1.57 2.62  0.03
H16 2.38 0.40 5.53  0.08
H17 3.30 -3.08 -4.38  0.08
H18 -2.55 -0.22 1.33  0.03
H19 0.69 -0.88 -2.69  0.10
H20 -6.17 -0.25 -0.97  0.11
H21 4.22 -3.78 -1.62  0.07
H22 2.84 -1.48 0.21  0.08
H23 0.31 0.73 -2.13  0.06
H24 5.45 -3.20 -2.65  0.08
H25 3.34 1.21 -0.17  0.12
H26 1.81 0.61 0.24  -0.05
H27 -0.12 -1.50 1.27  0.14
H28 3.22 -0.13 -4.77  0.10
H29 -0.92 0.45 -1.06  0.11
H30 4.57 0.94 -4.58  0.11
H31 -1.78 -2.19 2.81  0.08
H32 3.50 -0.06 4.37  0.07
H33 -4.56 -1.47 0.51  0.11
H34 3.30 -1.05 2.33  0.13
H35 -0.45 -1.68 5.38  0.11
H36 1.16 0.47 -3.68  0.10
H37 1.72 0.79 1.35  0.14
H38 -5.39 3.39 -0.92  0.08
H39 2.36 -3.61 -3.07  0.08
H40 1.91 -2.19 5.71  0.07
H41 2.85 1.85 -3.24  0.12
H42 -4.84 -0.87 -1.80  0.11
H43 5.62 -0.66 -2.99  0.11
H44 5.08 -1.61 -4.32  0.11
H45 1.71 -3.06 4.15  0.08
H46 1.93 -2.13 -3.97  0.07
H47 -0.42 0.22 0.83  0.05
H48 0.01 0.47 -0.91  0.00
H49 -6.21 1.03 -3.34  0.08
H50 4.28 1.27 -2.36  0.12
H51 -2.54 -0.88 -0.24  0.13
H52 1.85 -0.65 0.35  0.05
H53 1.95 2.08 -0.78  0.13
H54 -3.48 3.55 -2.01  0.08
H55 -4.96 0.14 1.14  0.10
H56 5.21 -2.49 -1.01  0.09
H57 -5.26 2.41 -3.61  0.08
H58 -2.42 -1.12 3.96  0.08
H59 1.99 -2.20 2.21  0.12

The charge is 0. Its total energy is -41590.2223 eV. The value obtained for the energy above the lowest of the compared OMol25 structures with the same formula, charge and spin is 2315.1 kJ/mol. The spin multiplicity is 1. Its HOMO-LUMO gap is 7.015 eV.

[4]
Computed, not measured: a cluster of 9 separate species, C42H109N7O13 in total at a distorted geometry, with the ωB97M-V functional and the def2-TZVPD basis.

Each line ends with the Löwdin charge.
Cartesian coordinates (Å):
O1 1.88 0.08 -4.65  -0.19
O2 -0.41 8.12 3.66  -0.16
O3 3.40 -4.56 -1.41  -0.17
O4 4.61 2.45 4.97  -0.19
O5 -0.49 1.55 1.45  -0.08
O6 -2.99 -3.32 -1.54  -0.20
O7 -5.73 1.08 1.68  -0.19
O8 3.01 -3.61 3.23  -0.05
O9 -1.39 6.24 -4.70  -0.19
O10 -0.82 6.45 0.07  -0.17
O11 -0.82 -6.56 -4.25  -0.20
O12 3.10 -8.18 1.97  -0.20
O13 -3.33 -3.37 -6.19  -0.20
N1 1.23 2.16 3.60  0.04
N2 0.74 4.87 5.37  0.04
N3 0.33 -3.13 -3.54  -0.04
N4 2.16 -5.57 1.27  -0.07
N5 -2.37 -2.13 -3.96  -0.07
N6 -2.48 -0.29 2.98  0.03
N7 1.21 6.24 -3.04  0.20
C1 -2.26 -2.09 -1.51  -0.21
C2 4.49 -3.74 -1.81  -0.11
C3 5.29 2.00 6.13  -0.10
C4 -2.76 -4.24 -0.49  -0.09
C5 2.51 -3.98 -0.53  -0.24
C6 -2.68 -1.36 -5.17  -0.18
C7 1.53 -4.97 0.10  -0.17
C8 0.36 -4.48 -4.10  -0.19
C9 1.27 -6.56 1.89  -0.19
C10 0.30 6.65 -0.76  -0.20
C11 3.09 3.12 2.45  -0.03
C12 2.01 -2.68 3.52  -0.47
C13 -1.01 5.11 0.39  -0.10
C14 0.60 -0.30 0.44  -0.03
C15 0.22 5.67 4.27  -0.42
C16 1.87 1.47 -4.29  -0.11
C17 0.14 7.18 4.62  -0.17
C18 0.97 5.61 -4.38  -0.07
C19 -3.61 1.64 3.86  -0.07
C20 -2.46 -2.26 -6.42  -0.20
C21 -0.86 -5.27 -3.62  -0.20
C22 -2.62 -1.32 -2.76  -0.19
C23 -1.21 5.12 3.91  -0.04
C24 2.54 -1.62 4.55  -0.05
C25 -2.38 6.93 -5.38  -0.10
C26 0.96 -0.75 -3.96  -0.20
C27 2.67 2.15 3.56  -0.40
C28 -0.77 1.33 -0.94  -0.04
C29 -4.57 0.38 1.73  -0.23
C30 0.17 1.18 0.28  -0.47
C31 2.00 -7.65 2.69  -0.21
C32 0.78 -3.40 4.15  -0.05
C33 -3.83 0.31 3.13  -0.39
C34 1.24 -2.25 -4.29  -0.18
C35 -0.09 6.41 -5.18  -0.18
C36 0.04 6.03 -2.13  -0.10
C37 3.92 -9.15 2.63  -0.08
C38 -1.77 -7.46 -3.76  -0.12
C39 -6.78 0.65 2.57  -0.06
C40 -3.12 -4.40 -7.12  -0.10
C41 0.33 8.09 2.48  -0.13
C42 3.18 2.33 5.02  -0.17
H1 1.24 -8.39 2.95  0.12
H2 5.29 -4.26 -2.34  0.09
H3 -0.08 4.95 -2.21  0.13
H4 0.01 6.23 -6.25  0.15
H5 -3.74 -1.12 -5.05  0.12
H6 -1.77 4.84 4.81  0.08
H7 -2.74 1.64 4.53  0.07
H8 -1.29 4.47 -0.45  0.07
H9 0.57 7.08 2.14  0.07
H10 -3.39 2.40 3.11  0.07
H11 4.99 0.96 6.28  0.08
H12 -2.27 7.99 -5.18  0.10
H13 -3.41 6.67 -5.11  0.11
H14 0.50 -4.21 3.49  0.05
H15 -0.49 7.21 5.51  0.13
H16 1.25 -5.04 -3.82  0.12
H17 1.05 1.79 0.06  0.12
H18 0.19 4.98 6.21  0.08
H19 3.02 1.16 3.26  0.13
H20 3.27 -9.85 3.14  0.09
H21 5.12 -3.34 -1.02  0.08
H22 4.18 3.18 2.37  0.08
H23 0.13 1.85 2.11  0.02
H24 -3.89 0.84 1.02  0.11
H25 -4.78 -0.62 1.34  0.12
H26 1.57 -0.39 0.92  0.07
H27 -1.90 -0.36 3.81  0.06
H28 -7.66 1.25 2.33  0.09
H29 -6.54 0.74 3.63  0.08
H30 4.23 -2.84 -2.37  0.07
H31 -1.82 5.80 3.32  0.07
H32 -0.55 -2.70 -3.77  0.04
H33 -1.84 -7.50 -2.67  0.09
H34 2.92 1.45 5.61  0.11
H35 1.94 -3.24 -1.09  0.10
H36 -1.82 5.21 1.10  0.10
H37 -0.02 -2.71 4.43  0.07
H38 6.36 1.98 5.93  0.09
H39 1.86 5.72 -5.00  0.14
H40 -2.09 -0.45 -5.32  0.11
H41 2.75 1.90 -4.76  0.09
H42 -1.83 -4.84 -3.89  0.11
H43 -1.76 0.94 -0.69  0.07
H44 -2.39 -1.50 -0.60  0.11
H45 0.64 4.57 -4.28  0.13
H46 1.82 -0.84 4.80  0.06
H47 -1.17 4.16 3.39  0.05
H48 -2.06 -4.67 -7.12  0.08
H49 1.37 7.23 -3.11  0.16
H50 2.36 -7.18 3.61  0.12
H51 -1.71 -4.38 -0.26  0.07
H52 1.07 -0.61 -2.88  0.10
H53 2.82 2.77 1.45  0.06
H54 -0.22 -0.91 0.81  0.08
H55 0.93 1.56 4.35  0.09
H56 -2.76 -1.62 -7.25  0.12
H57 2.97 -6.09 0.96  0.12
H58 3.07 -3.46 0.25  0.12
H59 0.59 -7.00 1.16  0.11
H60 1.92 1.61 -3.21  0.07
H61 0.10 7.47 -5.00  0.13
H62 -3.69 -1.15 -2.65  0.12
H63 4.37 -9.76 1.85  0.08
H64 0.24 -4.57 -5.18  0.11
H65 3.45 -1.15 4.18  0.07
H66 -0.77 -5.39 -2.54  0.11
H67 1.13 7.56 4.89  0.12
H68 -4.43 -0.33 3.78  0.12
H69 -3.39 -3.90 0.34  0.09
H70 -0.31 0.95 -1.85  0.05
H71 -0.21 8.63 1.70  0.09
H72 2.74 -4.39 2.74  0.03
H73 4.99 2.53 7.04  0.09
H74 1.59 -2.19 2.64  0.11
H75 1.18 -2.32 -5.37  0.11
H76 2.80 -2.10 5.49  0.08
H77 0.90 3.02 4.01  0.04
H78 -2.32 6.87 -6.46  0.10
H79 1.24 8.65 2.68  0.09
H80 -0.19 4.61 0.90  0.10
H81 2.27 -2.40 -3.94  0.11
H82 0.61 -4.43 0.35  0.11
H83 0.70 -0.77 -0.54  0.05
H84 -2.69 -7.19 -4.28  0.08
H85 -0.04 -0.51 -4.32  0.10
H86 -4.51 1.88 4.42  0.07
H87 0.93 1.95 -4.55  0.07
H88 -0.86 6.49 -2.53  0.16
H89 -1.48 -8.43 -4.18  0.09
H90 0.59 -6.00 2.54  0.09
H91 4.70 -8.64 3.20  0.09
H92 1.31 -5.78 -0.60  0.12
H93 -1.21 -2.40 -1.58  0.10
H94 -1.01 2.38 -1.10  0.05
H95 -2.85 -3.01 -3.87  0.10
H96 -3.40 -4.01 -8.10  0.09
H97 -1.40 -2.46 -6.56  0.12
H98 -3.70 -5.28 -6.82  0.09
H99 2.65 3.15 5.51  0.10
H100 -3.13 -5.25 -0.71  0.08
H101 0.31 7.74 -0.87  0.14
H102 0.92 5.49 3.45  0.10
H103 -2.06 -0.38 -2.77  0.10
H104 -6.98 -0.38 2.25  0.09
H105 2.57 4.07 2.57  0.06
H106 1.04 -3.92 5.07  0.08
H107 -2.08 0.37 2.33  0.02
H108 1.56 5.40 5.61  0.08
H109 1.26 6.30 -0.39  0.14

The charge is +1. Its total energy is -82352.1841 eV. The value obtained for the energy above the lowest of the compared OMol25 structures with the same formula, charge and spin is 0.0 kJ/mol. The spin multiplicity is 2. Its HOMO-LUMO gap (spin up / spin down) is 7.206 / 1.969 eV.

Q: Which value of charge does entry 3 give?
A: 0

Q: Which of these has the highest charge?
A: C42H109N7O13

Q: Look up the charge of the first one.
A: 0

Q: What is the formula in the fourth record?
A: C42H109N7O13